DFT (ωB97M-V/def2-TZVPD) results for a molecular structure, C38H32F5MoN5O2S.

Calculated values
Highest occupied orbital energy (spin up / spin down) in eV: -7.35 / -7.76
Calculated total energy in hartree: -2857.164820
Gap between HOMO and LUMO (spin up / spin down) in Ha: 0.251 / 0.257
2S+1: 3
F_max in hartree/bohr: 0.0114
Charge: 0
Energy above the lowest of the compared OMol25 structures with the same formula, charge and spin in kcal/mol: 15.6
LUMO energy (spin up / spin down) in eV: -0.53 / -0.78

Geometry as XYZ:
```
84
C38H32F5MoN5O2S ωB97M-V/def2-TZVPD
Mo -0.735 -1.228 -0.831
C 0.987 -4.007 -1.868
N 0.071 -3.634 -0.783
C 0.780 -3.776 0.495
C -1.128 -4.492 -0.800
C -2.388 -3.691 -0.406
N -1.981 -2.461 0.248
C -2.090 -2.312 1.600
C -1.164 -1.498 2.267
F -0.205 -0.889 1.491
C -1.163 -1.259 3.620
F -0.214 -0.466 4.135
C -2.119 -1.834 4.433
C -3.065 -2.626 3.810
F -4.036 -3.185 4.541
C -3.076 -2.852 2.445
F -4.093 -3.569 1.940
H 1.317 -5.047 -1.749
H 1.854 -3.352 -1.845
H 0.483 -3.891 -2.824
H 1.228 -4.773 0.578
H 0.090 -3.644 1.326
H 1.569 -3.027 0.556
H -0.976 -5.333 -0.115
H -1.255 -4.899 -1.802
H -3.040 -4.296 0.218
H -2.947 -3.436 -1.308
H -2.132 -1.666 5.499
C 0.033 4.385 5.463
O 0.676 3.249 4.914
C 1.554 3.453 3.902
C 1.895 4.702 3.397
C 2.818 4.784 2.361
C 3.363 3.647 1.790
C 3.040 2.396 2.328
C 2.150 2.303 3.374
N 4.332 3.894 0.752
N 4.510 3.136 -0.213
C 3.625 2.041 -0.485
C 4.199 0.829 -0.768
C 3.427 -0.330 -0.979
C 2.057 -0.236 -0.951
O 1.231 -1.259 -1.081
C 1.451 1.035 -0.796
N 0.084 1.024 -0.880
C -0.534 2.180 -0.745
C 0.148 3.396 -0.557
C 1.509 3.408 -0.475
C 2.213 2.187 -0.567
H -0.634 4.009 6.233
H -0.549 4.914 4.704
H 0.756 5.070 5.913
H 1.473 5.607 3.805
H 3.115 5.749 1.971
H 3.498 1.496 1.945
H 1.893 1.344 3.803
H 5.280 0.770 -0.772
H 3.899 -1.287 -1.155
H -1.611 2.176 -0.821
H -0.425 4.309 -0.493
H 2.044 4.342 -0.358
F -5.683 2.727 -0.612
C -4.651 1.856 -0.664
C -4.163 1.459 -1.890
C -3.101 0.561 -1.928
C -2.507 0.046 -0.769
C -3.048 0.491 0.443
C -4.110 1.385 0.514
H -4.608 1.845 -2.797
H -2.731 0.264 -2.900
H -2.634 0.167 1.389
H -4.512 1.714 1.463
S -1.417 -1.959 -3.013
C -0.180 -1.483 -4.191
C 0.006 -2.306 -5.302
C 0.942 -1.983 -6.271
C 1.715 -0.837 -6.148
C 1.529 -0.010 -5.049
C 0.585 -0.324 -4.084
H -0.589 -3.206 -5.398
H 1.071 -2.635 -7.126
H 2.447 -0.587 -6.904
H 2.120 0.891 -4.941
H 0.427 0.346 -3.250
```